C26H60F6NNiO34S11 as an isolated structure, computed with wB97M-V/def2-TZVPD.

```
139
Properties=species:S:1:pos:R:3:mulliken_charge:R:1
Ni -27.46729 12.59035 3.56539 0.9888
C -26.02218 13.89081 8.67464 0.7278
F -26.27808 12.57637 8.74148 -0.1717
F -25.96602 14.46255 9.92320 -0.1979
F -24.83738 14.01716 8.13503 -0.1911
S -27.31163 14.73417 7.48069 0.8824
O -28.45002 13.81738 7.36803 -0.5746
O -27.75964 16.00103 7.98287 -0.4990
N -26.61966 14.81524 5.88872 -0.1524
S -25.69579 16.07237 6.04027 0.8921
O -25.19227 16.52387 7.40509 -0.4755
O -24.59777 15.70989 5.14690 -0.4072
C -26.71300 17.54204 5.27628 0.6991
F -27.86169 17.00238 4.87507 -0.1895
F -26.93096 18.42719 6.22166 -0.1666
F -26.00108 18.10543 4.29380 -0.1711
O -29.07129 13.69177 13.25768 -0.5288
S -30.06430 13.21315 14.19658 1.0823
O -31.35284 13.82220 14.56950 -0.5816
O -30.34716 11.60179 13.97849 -0.2957
C -29.26478 10.66103 13.81527 -0.1306
C -29.65658 9.41408 13.08555 -1.2647
C -29.14968 13.19037 15.83687 -0.9588
H -28.97678 10.41915 14.83833 0.2719
H -28.43962 11.23911 13.39931 0.3917
H -29.95167 9.66242 12.06606 0.3196
H -30.45619 8.85611 13.57276 0.3104
H -28.83156 8.70646 13.00351 0.3731
H -28.82350 14.20564 16.06259 0.3551
H -28.20355 12.65298 15.77230 0.3175
H -29.78864 12.74420 16.59894 0.3397
O -28.74045 15.93164 -1.59468 -0.6146
S -28.54824 16.42338 -0.28135 1.1348
O -28.16679 15.64344 0.87604 -0.5170
O -27.34892 17.59087 -0.44226 -0.3168
C -27.51062 18.68939 -1.34212 -0.1779
C -26.50608 19.85628 -1.01074 -1.2326
C -29.96001 17.46078 0.12023 -0.9918
H -28.51135 19.12140 -1.34143 0.3606
H -27.27620 18.33593 -2.34621 0.2792
H -26.69068 20.41870 -0.09549 0.3220
H -26.51289 20.73360 -1.65755 0.3769
H -25.54088 19.35025 -0.99022 0.2958
H -30.68387 16.95865 0.76209 0.3916
H -30.52888 17.51542 -0.80794 0.3888
H -29.65123 18.46004 0.42722 0.3025
O -25.98302 7.61271 7.18906 -0.6121
S -25.64068 7.98551 5.79147 1.1214
O -26.32576 9.10515 5.18711 -0.5652
O -24.01695 8.23731 5.64718 -0.2112
C -23.20684 7.39244 6.55005 -0.5172
C -22.73558 8.00286 7.90748 -0.9301
C -25.85536 6.50973 4.65462 -0.9313
H -22.36270 7.04232 5.95594 0.4982
H -23.58013 6.40917 6.83631 0.2981
H -21.74962 8.43515 7.73687 0.2928
H -22.57861 7.29162 8.71841 0.3181
H -23.50898 8.75078 8.08228 0.2325
H -26.24591 5.71379 5.28871 0.3430
H -24.91708 6.33533 4.12803 0.2846
H -26.60109 6.91880 3.97295 0.3697
O -22.05221 11.63687 0.38837 -0.5892
S -22.52283 11.13320 1.70981 1.0620
O -23.77583 11.57101 2.27400 -0.5197
O -22.47125 9.50157 1.78320 -0.2631
C -21.38762 8.92667 1.00447 -0.4465
C -20.62539 7.83825 1.70287 -1.0610
C -21.17748 11.40286 3.01112 -0.8211
H -20.72588 9.73350 0.68948 0.4356
H -21.76041 8.78893 -0.01050 0.4225
H -19.87509 7.32174 1.10422 0.3649
H -21.31873 7.09464 2.09585 0.2600
H -20.15527 8.30063 2.57079 0.2375
H -21.60235 10.99873 3.92997 0.2539
H -21.00617 12.47664 3.08712 0.3808
H -20.22339 10.90091 2.85040 0.2905
O -23.43644 21.61026 8.15246 -0.5584
S -24.34316 22.57381 8.74450 1.0922
O -25.51526 22.08823 9.49971 -0.5863
O -23.50679 23.65949 9.74665 -0.3193
C -24.22187 24.66080 10.48756 -0.2871
C -23.91306 24.25047 11.96641 -1.0510
C -24.89768 23.70737 7.35929 -0.8446
H -25.28337 24.62723 10.24217 0.3778
H -23.88021 25.68792 10.35953 0.3170
H -22.83778 24.41008 12.04639 0.2943
H -24.14206 23.19360 12.10308 0.2424
H -24.44958 24.83885 12.71076 0.3625
H -25.62614 23.12092 6.79935 0.3341
H -24.06904 23.90655 6.67976 0.3196
H -25.30002 24.63375 7.76922 0.3057
O -31.46902 11.30908 3.32372 -0.5554
S -32.86576 11.16620 2.92358 1.0516
O -33.36855 12.13184 1.88884 -0.6026
O -32.98284 9.65084 2.36099 -0.3037
C -34.06775 9.31623 1.58635 -0.2270
C -34.40989 7.88750 1.77772 -1.1265
C -34.12320 10.82701 4.32733 -0.8561
H -33.82083 9.46491 0.53514 0.3146
H -34.94957 9.93875 1.73791 0.3741
H -33.60403 7.43459 2.35527 0.3034
H -34.38951 7.38190 0.81228 0.3025
H -35.30946 7.60966 2.32697 0.3047
H -35.04414 10.53941 3.82013 0.3451
H -34.17914 11.78317 4.84763 0.3685
H -33.66294 10.09682 4.99297 0.3076
C -32.95379 16.16499 9.49480 -0.2328
C -34.41141 15.80114 9.27326 -0.2304
O -34.69921 16.29509 7.93671 -0.3603
S -33.33717 16.93876 7.16823 1.0163
O -33.69799 18.09843 6.36066 -0.4977
O -32.62704 15.82043 6.47224 -0.4731
O -32.73456 17.25345 8.63938 -0.2967
H -32.33512 15.27354 9.39150 0.2352
H -32.80744 16.45241 10.53598 0.3541
H -35.10849 16.18436 10.01846 0.2511
H -34.62864 14.74367 9.12264 0.2362
C -19.17740 17.37129 7.25219 -0.2774
C -19.28848 16.43207 8.42845 -0.1969
O -18.38615 15.37485 8.26371 -0.3123
S -17.51296 15.57235 6.86781 1.0732
O -17.49380 14.33198 6.03493 -0.5145
O -16.30995 16.33324 7.23941 -0.5161
O -18.59082 16.59672 6.15005 -0.3264
H -18.58322 18.22554 7.57671 0.2806
H -20.16626 17.73256 6.96980 0.3231
H -20.31798 16.09111 8.53792 0.1726
H -19.16104 16.84116 9.43069 0.2964
C -24.18999 18.61005 13.53957 -0.1935
C -23.31946 18.07703 12.37364 -0.2204
O -22.04625 18.61519 12.59531 -0.3189
S -21.68840 19.08511 14.12976 1.0845
O -21.02398 20.37669 14.02536 -0.4865
O -21.17084 17.97150 14.93004 -0.5096
O -23.33857 19.34867 14.42570 -0.3597
H -24.76896 17.79817 13.97972 0.2741
H -24.81200 19.35759 13.04722 0.2564
H -23.69325 18.43669 11.41498 0.2223
H -23.28201 17.00659 12.17154 0.2528
```

Values from the calculation:
- HOMO level (spin up / spin down): -12.304 / -12.304 eV
- Total charge: +1
- Gap between HOMO and LUMO (spin up / spin down): 6.812 / 4.061 eV
- LUMO (spin up / spin down): -5.491 / -8.243 eV
- Multiplicity: 3
- <S²>: 2.0128



C26H60F9O13Y as an isolated structure, computed with wB97M-V/def2-TZVPD.

```
109
Properties=species:S:1:pos:R:3:mulliken_charge:R:1
Y -1.82712 -4.69335 1.91622 1.6859
C 2.85519 -6.32561 4.25241 0.1196
O 3.76378 -6.07375 3.17297 -0.3567
O 1.60829 -6.33723 3.62556 -0.6908
C 3.35467 -7.52806 5.15585 0.6989
F 4.34482 -7.20216 6.02540 -0.2392
F 2.33109 -8.19111 5.85110 -0.2733
F 3.89121 -8.46985 4.34403 -0.2559
C 5.06453 -5.53991 3.39108 -0.1405
C 5.09102 -4.13658 3.85814 -1.1843
H 6.02483 -3.61661 3.64431 0.4061
H 4.29020 -3.56482 3.38923 0.2945
H 4.99584 -4.09171 4.94305 0.3059
H 5.44242 -5.44895 2.37273 0.2754
H 5.76577 -6.21223 3.88539 0.2644
H 2.85272 -5.48513 4.94645 0.2286
C 0.88417 -0.33518 -0.41936 0.1034
O -0.19163 0.19707 -1.03330 -0.2571
O 0.39594 -1.57824 0.08072 -0.6679
C 2.26672 -0.35083 -1.35933 0.7184
F 2.72898 0.85836 -1.60354 -0.2593
F 3.21313 -0.81262 -0.51591 -0.2543
F 2.14031 -1.04168 -2.49563 -0.2471
C -0.14330 1.59449 -1.37493 -0.0699
C -1.24751 1.82907 -2.34723 -1.3407
H -1.25017 0.99366 -3.04736 0.3244
H -2.20064 1.66264 -1.84528 0.2719
H -1.31270 2.83808 -2.75436 0.3912
H 0.72679 1.92278 -1.94349 0.2635
H -0.26087 2.29943 -0.55192 0.2891
H 1.11414 0.39073 0.36056 0.2250
C -6.22302 -1.35560 0.67369 -0.1519
O -5.68825 -0.18692 1.49084 -0.2008
O -5.21997 -2.38488 0.99866 -0.6807
C -7.73906 -1.58749 0.67434 0.8252
F -8.12670 -2.62658 -0.12762 -0.2590
F -8.04747 -1.90338 1.89314 -0.2506
F -8.53339 -0.48301 0.41925 -0.2482
C -6.22706 1.09948 1.35848 -0.2234
C -5.32905 2.19634 2.01320 -1.0751
H -4.36554 1.75930 1.75100 0.2516
H -5.38350 3.13051 1.45420 0.3264
H -5.55261 2.27318 3.07725 0.2854
H -7.18158 1.16459 1.88073 0.2560
H -6.38261 1.34123 0.30707 0.3196
H -6.06330 -1.19194 -0.39204 0.1994
C -1.53914 8.64253 1.23314 -0.9774
C -0.95100 7.17734 1.38818 -0.2290
O -1.13624 6.83087 2.73178 -0.5176
H -2.61059 8.62804 1.43283 0.2955
H -1.25294 9.02513 0.25344 0.3111
H -1.31655 9.29191 2.07981 0.2892
H 0.12525 7.28024 1.24954 0.2958
H -1.46136 6.41121 0.80451 0.2280
H -0.27255 6.89070 3.14662 0.3044
C -0.28236 -1.37790 6.14205 -0.9622
C -1.22481 -0.64724 5.20390 -0.2452
O -1.84682 -1.57790 4.36475 -0.4899
H 0.65053 -1.57073 5.61229 0.2451
H -0.60248 -2.30942 6.60884 0.3265
H -0.16263 -0.60672 6.90300 0.2944
H -0.72542 -0.01569 4.46916 0.2505
H -1.93589 -0.02483 5.74711 0.3075
H -2.61484 -1.12931 4.00349 0.2664
C -1.56767 -5.18896 -2.91827 -0.8342
C -1.37438 -6.55130 -2.35395 -0.3436
O -0.65831 -6.33434 -1.23320 -0.4472
H -0.65921 -4.73872 -3.31835 0.2791
H -1.98765 -4.49475 -2.19039 0.2036
H -2.28021 -5.19526 -3.74310 0.3450
H -0.88181 -7.30240 -2.97147 0.2854
H -2.35537 -6.93468 -2.07330 0.2153
H 0.23188 -6.44218 -1.57604 0.2969
C 1.41895 6.55107 -5.75935 -1.1150
C 2.29242 6.42987 -6.98535 -0.0880
O 1.66501 5.38484 -7.71151 -0.5228
H 1.77930 7.43914 -5.24014 0.3436
H 1.35723 5.77751 -4.99391 0.2923
H 0.36695 6.78083 -5.92848 0.3132
H 3.15023 6.03640 -6.43997 0.2003
H 2.43391 7.33352 -7.57824 0.2954
H 2.11840 5.03336 -8.48126 0.2812
C 7.34387 -1.49766 -3.71997 -0.9946
C 8.13204 -2.83072 -3.50232 -0.0967
O 7.25631 -3.75886 -2.71656 -0.5130
H 7.75252 -0.76134 -4.41202 0.3434
H 7.24094 -0.96039 -2.77718 0.2559
H 6.36390 -1.86204 -4.02816 0.2651
H 9.02030 -2.60003 -2.91421 0.2335
H 8.43455 -3.25029 -4.46178 0.2280
H 6.30762 -3.67160 -2.83471 0.2806
C -7.65891 1.19987 -5.26604 -0.9205
C -6.22671 1.50883 -5.74958 -0.2473
O -6.10010 2.98968 -5.82262 -0.5352
H -7.84203 1.59673 -4.26751 0.2513
H -7.82600 0.12403 -5.31832 0.3315
H -8.27656 1.66704 -6.03309 0.2655
H -5.74257 1.06263 -6.61827 0.3297
H -5.44430 1.18694 -5.06233 0.2429
H -5.21068 3.22030 -6.10072 0.2825
C 4.09485 3.08227 3.49944 -1.1346
C 4.18360 1.98187 4.60206 -0.1128
O 3.65791 2.33990 5.79270 -0.5200
H 3.15325 3.07852 2.95037 0.3261
H 4.94498 3.10651 2.81769 0.3141
H 3.93590 4.09548 3.86853 0.3875
H 5.22340 1.74359 4.82595 0.2384
H 3.83875 0.99020 4.30921 0.2083
H 2.90430 2.92079 5.66525 0.2939
```

Values from the calculation:
- Energy relative to the best compared isomer or geometry (same formula, charge and spin): 576.05 kcal/mol
- HOMO level: -7.951 eV
- Total charge: 0
- Gap between HOMO and LUMO: 2.406 eV
- LUMO: -5.545 eV



Number 1: DFT total energy -275548.2008 eV. Number 2: DFT total energy -80031.2036 eV.